DFT (ωB97M-V with the def2-TZVPD basis set) results for a structure of composition C18H37AsAuN2Si2.

The geometry in XYZ format:
```
61
Properties=species:S:1:pos:R:3:forces:R:3:lowdin_charge:R:1
Au 0.6803 0.8899 1.7122 0.0 0.0 0.1 0.602
C 3.1963 0.4049 2.1260 -0.1 0.0 -0.1 -0.127
C 2.3900 0.9155 3.1694 0.2 0.0 0.2 -0.258
C 1.6898 0.0177 4.0075 0.0 0.0 0.0 -0.109
C 1.8230 -1.3566 3.8237 0.0 0.0 0.0 -0.056
C 2.6383 -1.8434 2.8121 0.0 0.0 0.0 -0.039
C 3.3081 -0.9721 1.9558 0.0 0.0 0.0 -0.062
H 3.7725 1.0871 1.5146 0.0 0.0 0.0 0.120
H 2.4460 1.9654 3.4356 0.0 0.0 0.0 0.119
H 1.1160 0.4072 4.8387 0.0 0.0 0.0 0.123
H 1.3212 -2.0409 4.4948 0.0 0.0 0.0 0.127
H 2.7693 -2.9115 2.6985 0.0 0.0 0.0 0.126
H 3.9697 -1.3652 1.1956 0.0 0.0 0.0 0.116
C 1.0190 -2.0539 -4.7860 0.0 0.0 0.0 -0.048
C 0.4758 -1.3825 -3.5014 0.0 0.0 0.0 -0.137
N 1.5190 -1.2771 -2.4772 0.1 -0.1 -0.2 -0.158
C 2.0846 -2.6082 -2.2398 0.0 0.0 0.0 -0.136
C 2.8210 -3.1325 -3.4953 0.0 0.0 -0.1 -0.047
N 2.5066 -2.1845 -4.6188 0.0 0.0 0.0 -0.087
C 3.1109 -0.8380 -4.3364 0.0 0.0 0.0 -0.048
C 2.5760 -0.3829 -2.9571 0.0 0.0 0.0 -0.136
H 0.8421 -1.4642 -5.6832 0.0 0.0 0.0 0.142
H 0.6262 -3.0565 -4.9448 0.0 0.0 0.0 0.142
H -0.3527 -1.9690 -3.1071 0.0 0.0 0.0 0.123
H 0.1064 -0.3828 -3.7275 0.0 0.0 0.0 0.128
H 1.2755 -3.2838 -1.9648 0.0 0.0 0.0 0.129
H 2.7786 -2.5602 -1.4018 0.0 0.0 0.0 0.119
H 2.4963 -4.1252 -3.8004 0.0 0.0 0.0 0.143
H 3.9038 -3.1397 -3.3835 0.0 0.0 0.0 0.141
H 2.9050 -2.5525 -5.4825 0.0 0.0 0.0 0.199
H 2.8146 -0.1779 -5.1496 0.0 0.0 0.0 0.141
H 4.1926 -0.9536 -4.3587 0.0 0.0 0.0 0.142
H 2.1840 0.6302 -3.0317 0.0 0.0 0.0 0.127
H 3.3829 -0.3754 -2.2250 0.0 0.0 0.0 0.125
C -0.7866 4.7291 0.7578 -0.1 0.1 0.2 -0.207
Si -2.2608 3.7244 1.2292 0.2 -0.3 -0.4 0.393
C -2.4890 3.3319 3.0417 0.0 0.0 0.0 -0.208
C -3.7646 3.8378 0.1681 0.0 0.2 0.2 -0.191
As -1.4692 1.3745 0.9527 -0.1 0.0 0.3 1.003
Si -2.9976 -0.4906 1.4426 -0.1 -0.1 -0.1 0.330
C -4.7270 0.0820 1.1363 0.0 0.0 0.0 -0.202
C -2.5146 -0.6942 3.2323 0.0 0.0 -0.1 -0.202
C -2.4279 -1.8779 0.3508 0.1 0.0 0.0 -0.205
H -0.9515 5.7775 1.0241 0.0 0.0 0.0 0.060
H -0.6170 4.6936 -0.3189 0.0 0.0 0.0 0.049
H 0.1122 4.4014 1.2813 0.0 0.0 0.0 0.030
H -2.7466 4.2785 3.5342 0.0 0.0 0.0 0.073
H -1.5797 2.9755 3.5315 0.0 0.0 0.0 0.033
H -3.3110 2.6410 3.2329 0.0 0.0 0.0 0.035
H -4.2699 4.7903 0.3557 0.0 0.0 0.0 0.063
H -4.4829 3.0460 0.3807 0.0 0.0 0.0 0.027
H -3.4993 3.8204 -0.8896 0.0 0.0 0.0 0.052
H -5.0552 0.8584 1.8284 0.0 0.0 0.0 0.041
H -5.3886 -0.7782 1.2806 0.0 0.0 0.0 0.061
H -4.8729 0.4278 0.1121 0.0 0.0 0.0 0.045
H -2.6730 0.1874 3.8540 0.0 0.0 0.0 0.035
H -1.4816 -1.0282 3.3361 0.0 0.0 0.0 0.016
H -3.1661 -1.4841 3.6239 0.0 0.0 0.0 0.066
H -2.8686 -1.8102 -0.6444 0.0 0.0 0.0 0.043
H -2.7587 -2.8225 0.7918 0.0 0.0 0.0 0.058
H -1.3409 -1.9191 0.2624 0.0 0.0 0.0 0.019
```
Forces are in eV/Å.

Summary:
relative energy (zero: lowest compared OMol25 entry of this formula, charge and spin) = 23.89 kcal per mole
energy = -3767.0909 a.u.
net charge = +3

=====

DFT (ωB97M-V with the def2-TZVPD basis set) results for a cluster of 3 separate species, C18H37ClNO10PS3 in total at a distorted geometry.

The geometry in XYZ format:
```
71
Properties=species:S:1:pos:R:3:forces:R:3:lowdin_charge:R:1
N 6.4777 2.8045 3.3588 -0.2 0.3 -0.4 -0.022
C 5.7101 3.9627 2.8016 0.2 -1.2 -0.9 -0.272
C 4.5514 3.3742 1.9265 0.3 0.5 -0.9 -0.219
C 3.4119 4.3944 1.6277 0.1 0.3 0.8 -0.179
C 2.1200 4.2226 2.4813 0.6 0.2 -0.6 -0.181
C 1.3855 2.8136 2.2739 -1.4 2.5 0.7 -0.542
P 1.3488 2.1932 4.0706 0.7 -1.1 0.1 0.430
S 3.1005 2.0316 4.8876 -0.2 0.2 -0.1 0.215
O 1.9533 1.9393 1.3124 0.1 0.6 -1.0 -0.183
S 1.5326 2.3896 -0.2396 0.9 -2.1 -2.8 0.777
O 0.9382 1.2057 -0.8851 -0.1 2.3 2.2 -0.278
O 2.6293 2.8478 -1.1110 -2.1 0.6 3.0 -0.239
O 0.4820 3.5731 0.2514 1.8 -0.8 -0.7 -0.168
C 0.0359 3.2494 1.6066 -1.6 -1.8 -0.8 -0.263
C -1.1262 2.2237 1.3530 -0.6 -0.5 1.1 -0.118
C -1.2946 1.0771 2.3927 -0.4 -0.4 -0.9 -0.185
C -0.3990 -0.1711 2.1115 -0.1 -0.4 0.8 -0.229
C -0.7569 -0.8624 0.7754 0.1 0.2 -0.8 -0.231
S 0.6239 -1.9812 0.2420 2.7 -2.4 3.2 0.463
O 0.3638 -3.3818 0.6974 -0.1 3.2 -1.6 -0.391
O 1.9304 -1.5271 0.7538 -2.3 0.2 -1.4 -0.365
Cl 0.7871 -1.9441 -1.8446 -0.5 0.0 0.8 0.380
H 6.2204 2.0125 2.7733 0.0 -0.1 0.3 0.050
H 7.4616 2.9330 3.1396 0.0 0.1 0.3 0.054
H 6.4029 4.4652 2.0918 -0.7 0.4 0.6 0.108
H 5.3523 4.6487 3.5862 0.2 -0.3 -0.2 0.101
H 5.0215 3.1361 0.9461 -0.3 0.0 0.5 0.117
H 4.1857 2.4037 2.3095 0.1 0.7 0.1 0.062
H 3.1362 4.4630 0.5607 0.2 -0.3 0.5 0.089
H 3.8169 5.3992 1.8848 -0.3 -0.5 -0.2 0.119
H 2.3252 4.4241 3.5517 0.1 -0.4 -0.5 0.080
H 1.4262 5.0283 2.1665 0.3 -0.5 0.1 0.114
H 0.4671 3.1214 4.7161 0.1 -0.3 -0.7 0.019
H 0.7015 0.9293 4.1681 -0.1 0.7 -0.2 -0.019
H -0.4869 4.1292 2.0181 1.1 -0.1 -0.1 0.159
H -1.1059 1.7584 0.3513 0.3 0.5 0.5 0.081
H -2.0729 2.8039 1.3757 0.6 -0.2 -0.1 0.128
H -2.3419 0.7174 2.2908 0.5 0.3 0.1 0.124
H -1.2242 1.4133 3.4469 0.1 -0.2 -0.6 0.084
H 0.6848 0.0192 2.1846 -0.5 0.1 -0.3 0.074
H -0.6325 -0.8970 2.9207 0.3 0.3 -0.4 0.127
H -0.9392 -0.1641 -0.0746 0.3 -0.6 0.8 0.045
H -1.6364 -1.5209 0.8796 0.4 0.1 -0.2 0.114
C -2.2100 -7.2203 -2.8873 -0.1 -0.1 0.2 -0.064
C -1.7677 -5.7908 -3.1175 0.1 -0.3 0.0 -0.231
O -2.6230 -4.8649 -2.4388 -0.2 0.4 -0.5 0.000
C -2.4562 -4.5030 -1.1562 0.1 -0.5 0.5 -0.526
C -1.5309 -5.2869 -0.2789 0.4 -0.1 0.1 0.007
O -3.1062 -3.5904 -0.7166 -0.3 -0.2 0.0 0.076
H -2.1506 -7.4937 -1.8333 0.1 0.0 0.0 0.069
H -1.5874 -7.9108 -3.4582 0.0 0.0 0.0 0.082
H -3.2495 -7.3496 -3.1922 0.1 0.0 -0.1 0.084
H -0.7236 -5.6273 -2.8465 0.0 0.0 0.1 0.115
H -1.8532 -5.5517 -4.1776 -0.1 0.2 0.1 0.122
H -2.0964 -6.0681 0.2323 0.0 0.0 -0.1 0.103
H -1.1087 -4.6043 0.4569 -0.4 -0.3 -0.1 0.048
H -0.6886 -5.7285 -0.8072 -0.1 -0.1 0.0 0.081
C -4.2937 0.0622 -5.0539 -0.1 -0.1 0.1 -0.064
C -2.8855 0.4523 -4.6570 -0.2 -0.1 -0.2 -0.229
O -2.8284 0.8787 -3.2924 0.3 0.5 0.1 0.016
C -2.6781 0.0398 -2.2601 -0.2 -0.3 -0.1 -0.496
C -2.8637 -1.4319 -2.4624 0.5 0.1 -0.5 0.006
O -2.4632 0.4889 -1.1610 -0.2 0.5 -0.2 0.073
H -4.6542 -0.7872 -4.4721 0.1 0.0 -0.1 0.069
H -4.3345 -0.2023 -6.1116 0.0 0.0 0.0 0.082
H -4.9819 0.8888 -4.8713 0.1 0.0 -0.1 0.084
H -2.1622 -0.3420 -4.8477 0.0 0.0 0.1 0.115
H -2.5663 1.3097 -5.2490 0.0 0.1 0.2 0.123
H -3.8985 -1.6964 -2.2553 0.0 -0.1 0.0 0.108
H -2.2211 -1.9459 -1.7621 -0.2 0.1 0.1 0.036
H -2.5854 -1.7832 -3.4544 -0.2 0.1 -0.1 0.083
```
Forces are in eV/Å.

Summary:
SMILES = NCCCC[C@]1([PH2]=S)OS(=O)(=O)O[C@H]1CCCCS(=O)(=O)Cl.CCOC(C)=O.CCOC(C)=O
relative energy (zero: lowest compared OMol25 entry of this formula, charge and spin) = 52.51 kcal per mole
energy = -3511.2106 a.u.
net charge = 0

=====

DFT (ωB97M-V with the def2-TZVPD basis set) results for a structure of composition C18H37KN2O7S.

The geometry in XYZ format:
```
66
Properties=species:S:1:pos:R:3:forces:R:3:lowdin_charge:R:1
K 0.1321 -0.2900 -0.1001 0.0 -0.2 0.4 0.764
C 1.2978 2.6870 -0.9696 0.0 0.1 -0.1 -0.181
C -0.1490 3.0095 -1.2520 -0.1 -0.1 0.0 -0.175
O -0.9441 2.0525 -0.5821 -0.1 0.1 0.0 -0.215
C -2.3362 2.1934 -0.7584 0.1 0.0 -0.1 -0.182
C -3.0067 0.9492 -0.2071 0.0 0.0 0.0 -0.165
O -2.5559 -0.2512 -0.8125 -0.1 0.0 0.0 -0.172
C -2.9730 -0.4939 -2.1376 0.0 -0.1 0.0 -0.169
C -1.8971 -0.1410 -3.1579 0.0 0.0 0.0 -0.167
O -0.6303 -0.6551 -2.8080 0.0 0.0 0.0 -0.159
C -0.2317 -1.8860 -3.3694 0.0 0.0 -0.1 -0.168
C -0.4480 -3.0675 -2.4320 -0.1 0.0 0.0 -0.164
O 0.0825 -2.8616 -1.1388 0.0 -0.1 0.0 -0.183
C 1.3920 -3.3515 -0.8999 0.0 0.1 0.0 -0.163
C 2.4785 -2.5546 -1.5984 0.0 0.0 0.0 -0.193
O 2.2824 -1.2021 -1.2737 0.2 -0.1 -0.1 -0.238
C 3.1852 -0.3139 -1.8981 0.0 0.0 0.0 -0.173
C 2.9665 1.0687 -1.3351 0.0 0.0 0.0 -0.188
O 1.6275 1.4623 -1.6010 0.0 0.1 -0.1 -0.177
H 1.4533 2.6057 0.1123 0.1 0.1 0.0 0.112
H 1.9269 3.4988 -1.3582 0.0 0.0 0.0 0.139
H -0.3467 2.9664 -2.3317 0.0 0.0 0.0 0.134
H -0.3837 4.0206 -0.8954 0.0 0.0 0.0 0.135
H -2.5613 2.3319 -1.8246 -0.1 0.0 0.0 0.119
H -2.7132 3.0767 -0.2254 0.0 0.0 0.0 0.138
H -4.0945 1.0448 -0.3113 0.0 0.0 0.0 0.133
H -2.7621 0.8336 0.8498 0.0 0.0 0.0 0.123
H -3.8936 0.0558 -2.3720 0.0 0.0 0.0 0.133
H -3.2033 -1.5610 -2.2018 0.0 0.0 0.0 0.125
H -1.7723 0.9415 -3.2210 0.0 0.0 0.0 0.115
H -2.2049 -0.4971 -4.1490 0.0 0.0 0.0 0.130
H 0.8267 -1.7800 -3.6101 0.0 0.0 0.0 0.113
H -0.7647 -2.0801 -4.3092 0.0 0.0 0.0 0.131
H -0.0232 -3.9705 -2.8897 0.0 0.0 0.0 0.134
H -1.5189 -3.2369 -2.2969 0.0 0.0 0.0 0.126
H 1.4628 -4.4098 -1.1777 0.0 0.0 0.0 0.133
H 1.5311 -3.2667 0.1789 0.0 0.0 0.0 0.136
H 2.4464 -2.6925 -2.6883 0.0 -0.1 0.0 0.121
H 3.4583 -2.9097 -1.2519 0.0 0.0 0.0 0.140
H 3.0211 -0.3245 -2.9851 0.0 0.0 0.0 0.135
H 4.2194 -0.6198 -1.6978 0.0 0.0 0.0 0.138
H 3.6637 1.7692 -1.8134 0.0 0.0 0.0 0.136
H 3.1475 1.0510 -0.2541 0.0 0.0 0.0 0.087
S 2.5409 -0.2686 2.1278 0.0 0.1 0.0 0.509
C 1.7775 1.2350 2.4427 0.1 -0.2 0.0 -0.959
N 2.5502 2.3999 2.5388 -0.1 0.1 0.0 -0.030
C 1.7182 3.3997 3.2026 0.0 0.0 0.0 -0.183
C 0.3237 2.8954 2.8054 0.0 0.0 0.0 -0.201
N 0.5026 1.4598 2.5800 0.0 0.1 -0.1 -0.032
H 3.4875 2.2402 2.8738 0.0 0.0 0.0 0.099
H 1.9317 4.4088 2.8497 0.0 0.0 0.0 0.102
H 1.8441 3.3711 4.2916 0.0 0.0 0.0 0.109
H -0.0224 3.3831 1.8831 0.0 0.0 0.0 0.092
H -0.4255 3.0854 3.5750 0.0 0.0 0.0 0.103
H -0.6189 0.1813 2.4484 -0.1 0.0 0.1 0.011
C -1.7052 -2.8619 2.5679 0.0 0.0 0.0 -0.049
C -1.0645 -1.6168 3.1538 0.0 -0.1 0.0 -0.510
C -1.6817 -1.2332 4.4907 0.0 0.0 0.0 -0.055
O -1.2312 -0.5721 2.2080 -0.1 0.1 0.0 -0.180
H -1.6000 -3.7140 3.2421 0.0 0.0 0.0 0.079
H -1.2438 -3.1163 1.6115 0.0 0.0 0.0 0.068
H -2.7698 -2.6872 2.3939 0.0 0.0 0.0 0.082
H 0.0090 -1.7947 3.2948 0.0 0.0 0.0 0.117
H -2.7520 -1.0494 4.3709 0.0 0.0 0.0 0.078
H -1.2129 -0.3238 4.8703 0.0 0.0 0.0 0.074
H -1.5449 -2.0235 5.2321 0.0 0.0 0.0 0.076
```
Forces are in eV/Å.

Summary:
relative energy (zero: lowest compared OMol25 entry of this formula, charge and spin) = 0.00 kcal per mole
energy = -2342.3744 a.u.
net charge = 0